{
  "formula": "H4N2O2S",
  "method": "the ωB97M-V functional and the def2-TZVPD basis",
  "homo_energy_ev": [-9.733, -9.736],
  "largest_force_ev_per_a": 5.472,
  "gap_ev": [9.3, 9.3],
  "e_lumo_ev": [-0.47, -0.48],
  "energy_ev": -17970.5797,
  "de_lowest_kcal_mol": 105.3,
  "symbols": ["N", "N", "O", "O", "S", "H", "H", "H", "H"],
  "coordinates": [[-1.399057, 0.044115, -0.145841], [0.787946, -0.372998, 1.117064], [1.084138, -0.561535, -1.960690], [0.393793, 1.801917, -0.088571], [0.221607, 0.399239, -0.249424], [-1.954953, 0.843740, -0.415946], [-1.672925, -0.792839, -0.639501], [0.856016, -1.371230, 0.988508], [1.683436, 0.009591, 1.394402]],
  "atomic_forces_ev_per_a": [[0.56, -0.01, 0.09], [-0.34, 0.48, -0.27], [-2.34, 2.24, 4.41], [0.08, 0.58, 0.14], [1.71, -3.24, -3.70], [0.05, 0.17, -0.06], [0.16, -0.10, -0.24], [0.03, -0.25, -0.20], [0.12, 0.12, -0.15]]
}